Formula: C8H15NO
Source: the OMol25 dataset
Level of theory: ωB97M-V with the def2-TZVPD basis set

Values from the calculation:
**Molar mass**: 141.21 g mol⁻¹
**Spin multiplicity**: 1
**Gap between HOMO and LUMO**: 9.86 eV

The geometry in XYZ format:
```
25
Properties=species:S:1:pos:R:3:forces:R:3:nbo_charge:R:1
C -3.466745 -0.000229 -0.073852 -0.1 -3.5 1.7 -0.623
C -2.004860 0.527514 -0.472849 -3.3 4.7 2.8 -0.447
C -0.899345 0.414227 0.511702 -0.6 -3.6 0.9 -0.260
C -0.544978 -1.316835 0.429005 0.4 0.8 -0.1 -0.408
C 0.855722 -0.914940 -0.237056 2.6 -1.4 6.1 -0.467
C 2.405735 -1.217107 -0.189098 -0.8 2.4 0.9 -0.396
C 2.933495 0.376320 -0.254812 2.2 -2.6 3.1 -0.255
C 0.381209 1.455735 0.091707 -0.5 3.6 2.8 0.690
H -3.945669 0.757286 0.635298 0.0 -1.1 -1.5 0.221
H -4.233406 -0.641364 -0.978338 2.5 2.9 2.6 0.233
H -3.263371 -0.976936 0.655389 -0.6 2.4 -1.6 0.194
H -1.912331 0.094540 -1.356463 1.6 -1.5 -4.2 0.201
H -2.049307 1.680602 -0.528225 -0.6 -1.6 -0.9 0.222
H -1.401806 0.621021 1.531867 1.6 0.2 -1.3 0.251
H -0.680369 -1.912228 1.431789 1.3 1.6 -1.5 0.229
H -1.239568 -1.966033 -0.213826 0.7 1.6 0.3 0.203
H 0.752170 -0.348484 -1.120211 -0.7 0.7 -0.9 0.191
H 1.215614 -0.287607 0.707924 -2.2 -1.1 -2.2 0.274
H 2.886590 -1.648834 0.676289 -0.8 0.0 0.9 0.206
H 2.752832 -1.829695 -0.926634 1.3 -1.1 -2.8 0.193
H 3.257890 0.529442 -1.282938 -0.8 1.1 -0.1 0.202
H 4.044909 0.320565 0.358427 -3.3 0.6 -1.5 0.204
H 2.132261 2.286462 0.152654 0.4 -0.9 1.2 0.392
N 1.940699 1.348745 0.599362 -0.9 0.0 -4.6 -0.674
O 0.082638 2.647830 -0.147115 0.6 -4.2 0.0 -0.575
```
Forces are in eV/Å.